1.
Below is a 11-piece molecular cluster, C18H50BF4N6O10S3 overall, with properties calculated with ωB97M-V with the def2-TZVPD basis set.

```
! wB97M-V def2-TZVPD RIJCOSX def2/J DEFGRID3
* xyz 3 1
N -28.070 -31.367 11.290
H -27.991 -31.033 12.240
H -27.629 -30.901 10.509
H -29.053 -31.280 11.077
H -27.779 -32.334 11.261
N -36.288 -29.166 10.660
H -36.571 -28.903 9.726
H -36.548 -28.372 11.228
H -35.351 -29.519 10.792
H -36.822 -30.005 10.836
N -30.191 -23.995 8.252
H -30.679 -24.583 8.913
H -30.790 -23.931 7.442
H -29.298 -24.319 7.908
H -30.166 -23.050 8.608
N -34.455 -25.149 11.225
H -34.485 -24.887 10.250
H -33.846 -24.627 11.839
H -34.054 -26.074 11.280
H -35.425 -24.939 11.414
N -29.025 -28.588 6.992
H -28.407 -27.929 6.539
H -29.978 -28.589 6.655
H -29.259 -28.353 7.946
H -28.515 -29.457 7.060
N -32.412 -31.518 8.131
H -33.072 -32.221 7.832
H -32.075 -31.034 7.310
H -31.652 -31.810 8.729
H -33.013 -31.014 8.767
C -32.159 -29.433 11.330
C -32.287 -28.109 11.180
C -31.273 -27.215 10.458
O -31.399 -25.909 10.263
C -30.177 -27.799 9.830
C -29.985 -29.233 9.914
C -31.033 -30.102 10.807
O -30.916 -31.301 10.873
O -29.030 -29.834 9.253
O -33.389 -27.702 11.828
H -32.803 -30.039 11.951
H -29.376 -27.230 9.381
B -27.098 -26.128 7.005
F -27.002 -27.043 8.013
F -25.840 -25.593 6.683
F -27.619 -26.762 5.894
F -28.107 -25.172 7.409
C -35.635 -29.693 16.425
C -34.398 -28.799 16.412
C -34.360 -28.141 15.036
S -36.082 -27.775 14.566
O -36.553 -28.337 13.277
O -36.284 -26.331 14.913
C -36.777 -28.822 15.858
H -35.749 -30.022 17.458
H -35.491 -30.619 15.867
H -33.528 -29.422 16.621
H -34.260 -28.029 17.171
H -34.156 -28.920 14.302
H -33.757 -27.250 14.864
H -37.550 -29.517 15.530
H -37.040 -28.055 16.587
C -34.717 -34.860 12.812
C -34.698 -34.064 11.466
C -33.807 -32.816 11.735
S -34.258 -32.254 13.433
O -35.114 -31.110 13.369
O -33.075 -32.147 14.261
C -35.232 -33.824 13.826
H -33.721 -35.257 13.007
H -35.344 -35.747 12.912
H -35.725 -33.721 11.335
H -34.459 -34.457 10.478
H -33.936 -31.986 11.041
H -32.775 -33.164 11.776
H -36.233 -33.638 13.435
H -35.308 -34.088 14.881
C -29.530 -28.308 16.625
C -30.564 -28.666 15.550
C -30.144 -27.885 14.334
S -28.319 -28.263 14.272
O -27.547 -27.036 14.194
O -28.145 -29.410 13.431
C -28.182 -28.792 16.096
H -29.773 -28.674 17.623
H -29.624 -27.227 16.735
H -31.518 -28.223 15.837
H -30.851 -29.691 15.314
H -30.266 -26.825 14.556
H -30.629 -28.126 13.388
H -27.372 -28.194 16.513
H -27.960 -29.859 16.117
*
```

## Properties
E_LUMO = -0.319 Eh
E_HOMO = -0.576 hartree
HOMO-LUMO gap = 6.98 eV
ΔE to the lowest compared entry with this formula, charge and spin = 2.376 eV

The molecule's Mulliken atomic charges, reported in e, are given here: -0.04 0.43 0.35 -0.14 0.43 -0.24 0.42 0.34 0.09 0.39 -0.25 0.25 0.42 0.46 0.44 -0.19 0.40 0.39 0.01 0.38 -0.02 0.43 0.39 -0.27 0.40 -0.25 0.44 0.34 0.27 0.13 -0.11 0.10 0.70 -0.99 -1.21 0.70 0.21 -0.97 -0.98 -0.86 0.58 0.94 0.32 -0.31 -0.32 -0.39 -0.52 -0.34 -0.70 -0.03 1.03 -0.69 -0.69 -0.90 0.49 -0.12 0.36 0.46 -0.44 0.67 0.41 0.41 -0.78 -0.78 0.00 1.26 -0.51 -0.72 -0.80 0.30 0.42 0.35 0.41 -0.18 0.31 0.34 0.54 -0.85 0.05 0.24 1.05 -0.63 -0.69 -0.79 0.44 0.34 -0.19 0.33 0.50 -0.74 0.42 0.38

=====

2.
Below is a 2-piece molecular cluster, C4H6Cl2NS2 overall, with properties calculated with ωB97M-V with the def2-TZVPD basis set.

```
! wB97M-V def2-TZVPD RIJCOSX def2/J DEFGRID3
* xyz 1 1
C -1.096 -0.055 -0.025
C -1.199 1.082 2.198
C -1.228 -1.997 -1.882
C 1.238 1.922 1.870
N -1.005 0.595 1.007
S -1.510 -0.221 -1.554
S -0.010 1.940 3.094
Cl -0.010 3.001 -0.538
Cl -2.747 0.784 2.856
H -1.412 -2.656 -1.038
H -0.338 -2.138 -2.291
H -2.020 -2.499 -2.514
H 2.274 1.997 2.126
H 1.326 2.815 1.206
H 1.193 1.055 1.258
*
```

## Properties
E_LUMO (alpha / beta) = -0.265 / -0.232 Eh
E_HOMO (alpha / beta) = -0.461 / -0.526 hartree
HOMO-LUMO gap (alpha / beta) = 5.34 / 7.99 eV
ΔE to the lowest compared entry with this formula, charge and spin = 4.288 eV

The molecule's Mulliken atomic charges, reported in e, are given here: 0.44 0.50 -0.89 -0.92 -0.21 0.05 0.07 -0.09 -0.07 0.34 0.35 0.37 0.40 0.28 0.38

=====

3.
Below is C19H39IrN14P as an isolated structure, with properties calculated with ωB97M-V with the def2-TZVPD basis set.

```
! wB97M-V def2-TZVPD RIJCOSX def2/J DEFGRID3
* xyz 3 1
Ir 0.741 -0.500 -0.330
C 0.507 -3.058 0.357
N 0.723 -2.783 1.746
C 0.912 -3.880 2.707
C 0.930 -3.140 4.049
N 0.891 -1.716 3.670
C 0.839 -0.716 4.735
C 0.700 -1.574 2.361
N 0.521 -0.469 1.651
C 0.738 0.902 2.143
C 0.144 1.862 1.130
N 0.636 1.485 -0.203
C 0.643 2.262 -1.278
N 0.326 3.548 -1.406
C -0.182 4.510 -0.431
C 0.568 4.021 -2.781
C 1.129 2.791 -3.501
N 0.978 1.737 -2.487
C 1.590 0.459 -2.693
H 0.976 -4.012 0.105
H 1.062 -2.390 -0.386
H -0.546 -3.118 0.084
H 1.848 -4.401 2.503
H 0.093 -4.595 2.642
H 1.832 -3.342 4.625
H 0.063 -3.380 4.665
H 1.088 -1.223 5.663
H -0.161 -0.295 4.844
H 1.573 0.071 4.584
H 1.809 1.095 2.237
H 0.263 1.066 3.108
H 0.428 2.876 1.394
H -0.949 1.783 1.156
H -0.936 4.068 0.213
H -0.660 5.312 -0.988
H 0.623 4.941 0.165
H 1.268 4.855 -2.773
H -0.373 4.363 -3.213
H 2.179 2.915 -3.770
H 0.567 2.539 -4.400
H 1.509 0.185 -3.745
H 1.028 -0.408 -2.216
H 2.633 0.400 -2.380
N 5.669 1.043 1.290
N 4.736 0.200 0.771
N 4.959 -1.090 0.674
C 3.792 -1.532 0.241
N 2.919 -0.530 0.087
N 3.547 0.591 0.443
H 6.596 0.646 1.182
H 5.556 1.983 0.933
H 3.602 -2.568 0.016
C -4.416 0.429 -0.716
N -3.649 0.684 -1.939
C -3.850 -0.427 -2.873
N -3.490 -1.717 -2.287
C -4.268 -1.928 -1.066
N -4.080 -0.852 -0.091
C -2.745 -0.861 0.472
P -1.504 -0.589 -0.877
C -2.243 0.914 -1.674
C -2.068 -1.884 -2.097
H -5.474 0.416 -0.974
H -4.247 1.238 -0.003
H -3.268 -0.258 -3.781
H -4.905 -0.463 -3.143
H -3.999 -2.886 -0.617
H -5.322 -1.964 -1.342
H -2.550 -1.821 0.958
H -2.632 -0.077 1.226
H -1.717 1.126 -2.609
H -2.119 1.773 -1.007
H -1.850 -2.883 -1.711
H -1.532 -1.759 -3.041
*
```

## Properties
E_LUMO = -0.340 Eh
E_HOMO = -0.595 hartree
HOMO-LUMO gap = 6.94 eV
ΔE to the lowest compared entry with this formula, charge and spin = 0.000 eV

The molecule's Mulliken atomic charges, reported in e, are given here: 0.95 -1.24 0.25 -0.59 -0.73 -0.02 -1.07 0.41 -0.03 -1.31 -0.91 -0.54 -0.04 0.02 -1.00 -0.75 -0.53 0.27 -0.85 0.45 0.48 0.44 0.37 0.34 0.44 0.41 0.39 0.38 0.41 0.30 0.66 0.68 0.25 0.44 0.35 0.35 0.42 0.44 0.39 0.34 0.43 0.37 0.38 -0.56 1.00 -0.93 -0.26 0.15 -0.39 0.33 0.29 0.51 -0.86 0.15 -0.88 0.19 -0.89 0.18 -1.43 1.97 -1.24 -0.93 0.31 0.37 0.38 0.34 0.38 0.32 0.29 0.45 0.37 0.41 0.37 0.40

=====

4.
Below is a 6-piece molecular cluster, C41H72ClN5O6 overall, with properties calculated with ωB97M-V with the def2-TZVPD basis set.

```
! wB97M-V def2-TZVPD RIJCOSX def2/J DEFGRID3
* xyz 0 1
C 2.679 -6.065 7.471
N 2.027 -6.360 6.162
C 0.723 -5.668 5.986
C 0.655 -4.623 4.780
C 1.592 -4.569 3.529
C 1.381 -3.498 2.403
C 2.427 -3.567 1.177
C 1.742 -3.865 -0.241
N 0.775 -4.744 -0.429
C 0.200 -2.434 2.454
N 0.125 -1.524 1.340
C -1.008 -0.690 1.553
Cl -1.335 0.554 0.222
C -2.008 -0.707 2.748
C -3.285 0.286 2.838
C -4.560 -0.715 3.083
C -5.966 0.039 3.007
O -6.139 1.256 2.711
N -7.213 -0.729 3.344
C -6.842 -2.168 3.449
C -6.548 -2.848 4.838
C -6.110 -4.362 4.922
C -5.968 -5.197 3.612
C -6.298 -4.562 2.229
C -6.734 -3.056 2.145
N -1.847 -1.609 3.842
C -0.724 -2.497 3.694
C -0.501 -3.565 4.839
H 2.332 -6.826 8.265
H 2.561 -4.974 7.798
H 3.818 -6.245 7.359
H 2.666 -6.235 5.369
H -0.122 -6.441 5.817
H 0.467 -5.169 7.001
H 2.431 -5.345 3.452
H 3.171 -4.433 1.377
H 3.059 -2.597 1.183
H 2.144 -3.293 -1.160
H 0.524 -5.169 0.481
H -3.507 0.822 1.857
H -3.234 0.980 3.750
H -4.399 -1.134 4.150
H -4.438 -1.541 2.282
H -7.932 -0.578 2.619
H -6.638 -2.278 5.821
H -5.892 -4.823 5.957
H -5.616 -6.285 3.690
H -6.206 -5.155 1.261
H -6.964 -2.517 1.154
H -1.235 -3.577 5.727
C -0.330 -2.967 -4.957
C 1.032 -3.124 -4.302
O 2.075 -3.416 -5.222
C 2.310 -2.449 -6.238
C 2.686 -1.080 -5.697
H -0.593 -3.874 -5.512
H -1.098 -2.781 -4.202
H -0.349 -2.138 -5.666
H 0.989 -3.961 -3.601
H 1.287 -2.239 -3.709
H 1.444 -2.385 -6.905
H 3.138 -2.828 -6.844
H 1.889 -0.648 -5.088
H 2.891 -0.390 -6.518
H 3.577 -1.150 -5.067
C 3.310 -2.681 12.235
C 3.839 -3.037 10.856
O 2.819 -3.208 9.882
C 1.988 -2.081 9.631
C 2.751 -0.864 9.136
H 2.612 -3.448 12.586
H 4.132 -2.598 12.951
H 2.771 -1.732 12.233
H 4.372 -3.989 10.920
H 4.570 -2.298 10.514
H 1.398 -1.841 10.522
H 1.273 -2.386 8.861
H 3.476 -0.510 9.871
H 2.061 -0.044 8.924
H 3.301 -1.104 8.222
C 2.775 5.000 -1.796
C 2.420 5.103 -0.322
O 1.073 4.755 -0.036
C 0.677 3.433 -0.377
C 1.481 2.356 0.332
H 2.112 5.634 -2.394
H 3.808 5.314 -1.964
H 2.670 3.980 -2.170
H 2.549 6.140 -0.001
H 3.104 4.506 0.289
H 0.711 3.297 -1.464
H -0.373 3.336 -0.087
H 2.541 2.400 0.072
H 1.110 1.366 0.061
H 1.406 2.475 1.416
C -0.149 3.797 -5.970
C 1.206 3.644 -5.300
O 2.256 3.339 -6.208
C 2.503 4.294 -7.231
C 2.877 5.668 -6.701
H -0.410 2.886 -6.518
H -0.924 3.994 -5.224
H -0.159 4.619 -6.688
H 1.155 2.814 -4.591
H 1.458 4.534 -4.715
H 1.643 4.354 -7.907
H 3.336 3.907 -7.826
H 2.077 6.108 -6.104
H 3.092 6.348 -7.528
H 3.763 5.602 -6.062
C -3.539 6.570 -10.073
C -2.595 6.723 -8.892
O -1.407 5.953 -9.010
C -0.577 6.238 -10.129
C -0.076 7.672 -10.161
H -3.812 5.519 -10.211
H -4.450 7.153 -9.912
H -3.085 6.910 -11.005
H -3.104 6.374 -7.989
H -2.350 7.775 -8.719
H -1.095 5.980 -11.059
H 0.283 5.566 -10.059
H -0.895 8.390 -10.239
H 0.585 7.824 -11.018
H 0.477 7.904 -9.247
*
```

## Properties
E_LUMO = -0.047 Eh
SMILES = [H]/N=C\Cc1cc(CNC)cc2nc(CCC(=O)Nc3ccccc3)c(Cl)nc12.CCOCC.CCOCC.CCOCC.CCOCC.CCOCC
E_HOMO = -0.316 hartree
HOMO-LUMO gap = 7.32 eV

Results of the Mulliken charge analysis, in e, for atoms 1 through 99: -0.82 -0.30 -0.52 0.83 -0.81 0.47 -0.66 0.11 -0.61 0.46 -0.40 0.08 -0.19 0.30 -0.41 -0.64 0.46 -0.58 -0.32 0.15 -0.27 -0.39 -0.40 -0.45 -0.29 -0.42 0.20 -0.94 0.21 0.31 0.30 0.28 0.23 0.30 0.05 0.31 0.31 0.24 0.28 0.30 0.34 0.31 0.33 0.40 0.36 0.31 0.33 0.32 0.28 0.30 -1.13 -0.16 -0.42 -0.38 -0.90 0.29 0.39 0.27 0.31 0.22 0.30 0.34 0.18 0.39 0.30 -1.04 -0.39 -0.35 -0.28 -1.10 0.29 0.38 0.26 0.33 0.32 0.32 0.29 0.28 0.39 0.29 -0.91 -0.45 -0.47 -0.11 -0.92 0.23 0.48 0.22 0.35 0.29 0.10 0.31 0.31 0.31 0.24 -0.98 0.17 -0.42 -0.28

=====

What did the second record say?
Below is a 2-piece molecular cluster, C4H6Cl2NS2 overall, with properties calculated with ωB97M-V with the def2-TZVPD basis set.

```
! wB97M-V def2-TZVPD RIJCOSX def2/J DEFGRID3
* xyz 1 1
C -1.096 -0.055 -0.025
C -1.199 1.082 2.198
C -1.228 -1.997 -1.882
C 1.238 1.922 1.870
N -1.005 0.595 1.007
S -1.510 -0.221 -1.554
S -0.010 1.940 3.094
Cl -0.010 3.001 -0.538
Cl -2.747 0.784 2.856
H -1.412 -2.656 -1.038
H -0.338 -2.138 -2.291
H -2.020 -2.499 -2.514
H 2.274 1.997 2.126
H 1.326 2.815 1.206
H 1.193 1.055 1.258
*
```

## Properties
E_LUMO (alpha / beta) = -0.265 / -0.232 Eh
E_HOMO (alpha / beta) = -0.461 / -0.526 hartree
HOMO-LUMO gap (alpha / beta) = 5.34 / 7.99 eV
ΔE to the lowest compared entry with this formula, charge and spin = 4.288 eV

The molecule's Mulliken atomic charges, reported in e, are given here: 0.44 0.50 -0.89 -0.92 -0.21 0.05 0.07 -0.09 -0.07 0.34 0.35 0.37 0.40 0.28 0.38

=====

Repeat the third record exactly.
Below is C19H39IrN14P as an isolated structure, with properties calculated with ωB97M-V with the def2-TZVPD basis set.

```
! wB97M-V def2-TZVPD RIJCOSX def2/J DEFGRID3
* xyz 3 1
Ir 0.741 -0.500 -0.330
C 0.507 -3.058 0.357
N 0.723 -2.783 1.746
C 0.912 -3.880 2.707
C 0.930 -3.140 4.049
N 0.891 -1.716 3.670
C 0.839 -0.716 4.735
C 0.700 -1.574 2.361
N 0.521 -0.469 1.651
C 0.738 0.902 2.143
C 0.144 1.862 1.130
N 0.636 1.485 -0.203
C 0.643 2.262 -1.278
N 0.326 3.548 -1.406
C -0.182 4.510 -0.431
C 0.568 4.021 -2.781
C 1.129 2.791 -3.501
N 0.978 1.737 -2.487
C 1.590 0.459 -2.693
H 0.976 -4.012 0.105
H 1.062 -2.390 -0.386
H -0.546 -3.118 0.084
H 1.848 -4.401 2.503
H 0.093 -4.595 2.642
H 1.832 -3.342 4.625
H 0.063 -3.380 4.665
H 1.088 -1.223 5.663
H -0.161 -0.295 4.844
H 1.573 0.071 4.584
H 1.809 1.095 2.237
H 0.263 1.066 3.108
H 0.428 2.876 1.394
H -0.949 1.783 1.156
H -0.936 4.068 0.213
H -0.660 5.312 -0.988
H 0.623 4.941 0.165
H 1.268 4.855 -2.773
H -0.373 4.363 -3.213
H 2.179 2.915 -3.770
H 0.567 2.539 -4.400
H 1.509 0.185 -3.745
H 1.028 -0.408 -2.216
H 2.633 0.400 -2.380
N 5.669 1.043 1.290
N 4.736 0.200 0.771
N 4.959 -1.090 0.674
C 3.792 -1.532 0.241
N 2.919 -0.530 0.087
N 3.547 0.591 0.443
H 6.596 0.646 1.182
H 5.556 1.983 0.933
H 3.602 -2.568 0.016
C -4.416 0.429 -0.716
N -3.649 0.684 -1.939
C -3.850 -0.427 -2.873
N -3.490 -1.717 -2.287
C -4.268 -1.928 -1.066
N -4.080 -0.852 -0.091
C -2.745 -0.861 0.472
P -1.504 -0.589 -0.877
C -2.243 0.914 -1.674
C -2.068 -1.884 -2.097
H -5.474 0.416 -0.974
H -4.247 1.238 -0.003
H -3.268 -0.258 -3.781
H -4.905 -0.463 -3.143
H -3.999 -2.886 -0.617
H -5.322 -1.964 -1.342
H -2.550 -1.821 0.958
H -2.632 -0.077 1.226
H -1.717 1.126 -2.609
H -2.119 1.773 -1.007
H -1.850 -2.883 -1.711
H -1.532 -1.759 -3.041
*
```

## Properties
E_LUMO = -0.340 Eh
E_HOMO = -0.595 hartree
HOMO-LUMO gap = 6.94 eV
ΔE to the lowest compared entry with this formula, charge and spin = 0.000 eV

The molecule's Mulliken atomic charges, reported in e, are given here: 0.95 -1.24 0.25 -0.59 -0.73 -0.02 -1.07 0.41 -0.03 -1.31 -0.91 -0.54 -0.04 0.02 -1.00 -0.75 -0.53 0.27 -0.85 0.45 0.48 0.44 0.37 0.34 0.44 0.41 0.39 0.38 0.41 0.30 0.66 0.68 0.25 0.44 0.35 0.35 0.42 0.44 0.39 0.34 0.43 0.37 0.38 -0.56 1.00 -0.93 -0.26 0.15 -0.39 0.33 0.29 0.51 -0.86 0.15 -0.88 0.19 -0.89 0.18 -1.43 1.97 -1.24 -0.93 0.31 0.37 0.38 0.34 0.38 0.32 0.29 0.45 0.37 0.41 0.37 0.40